Entry 1:
Computed, not measured: a molecular structure, C61H64CsN5O5P4S2 in a non-equilibrium geometry, with ωB97M-V with the def2-TZVPD basis set.

Each line ends with the Löwdin charge.
Element x y z (Å)
Cs -0.19 0.51 -0.66  1.211
O 3.01 -1.47 2.90  -0.524
S 1.56 -1.63 2.59  0.934
C 1.47 -2.95 1.37  -0.293
C 0.40 -3.81 1.36  -0.056
C 0.37 -4.99 0.59  -0.004
C 1.49 -5.33 -0.10  -0.149
C 1.84 -6.57 -0.90  -0.099
C 3.29 -6.32 -1.40  -0.100
C 3.67 -4.96 -0.85  -0.154
C 4.81 -4.22 -0.95  -0.010
C 4.79 -2.90 -0.44  -0.075
C 3.72 -2.35 0.22  -0.289
P 3.54 -0.53 0.36  1.112
C 5.19 0.04 0.95  -0.339
C 5.32 0.29 2.32  -0.097
C 6.53 0.73 2.84  -0.084
C 7.62 0.94 2.00  -0.098
C 7.49 0.70 0.64  -0.087
C 6.28 0.26 0.12  -0.097
C 3.67 -0.03 -1.41  -0.380
C 3.76 1.34 -1.65  -0.122
C 3.92 1.84 -2.93  -0.099
C 3.97 0.97 -4.01  -0.111
C 3.83 -0.39 -3.80  -0.105
C 3.67 -0.88 -2.51  -0.086
C 2.59 -3.19 0.51  -0.128
C 2.58 -4.44 -0.12  -0.083
C 0.94 -2.58 4.00  -0.292
C 1.74 -3.65 4.33  -0.052
C 1.49 -4.49 5.42  0.001
C 0.40 -4.21 6.20  -0.152
C -0.16 -4.93 7.40  -0.101
C -1.35 -4.04 7.87  -0.102
C -1.46 -2.96 6.82  -0.162
C -2.34 -1.94 6.67  -0.014
C -2.15 -1.05 5.58  -0.067
C -1.13 -1.15 4.66  -0.298
P -1.05 0.02 3.24  1.096
C -2.46 1.15 3.57  -0.388
C -3.64 0.89 2.88  -0.118
C -4.77 1.68 3.08  -0.088
C -4.72 2.75 3.95  -0.092
C -3.54 3.03 4.63  -0.095
C -2.42 2.24 4.44  -0.102
C 0.40 1.05 3.73  -0.399
C 0.77 1.26 5.05  -0.092
C 1.89 2.03 5.36  -0.073
C 2.65 2.58 4.34  -0.077
C 2.30 2.36 3.02  -0.075
C 1.19 1.59 2.72  -0.153
C -0.19 -2.23 4.79  -0.133
C -0.40 -3.10 5.89  -0.085
H -0.44 -3.61 2.02  0.116
H -0.51 -5.62 0.62  0.115
H 1.15 -6.71 -1.73  0.116
H 1.78 -7.46 -0.28  0.116
H 3.34 -6.31 -2.49  0.117
H 3.98 -7.09 -1.06  0.115
H 5.69 -4.58 -1.47  0.113
H 5.65 -2.27 -0.65  0.104
H 4.48 0.11 2.98  0.073
H 6.62 0.91 3.90  0.100
H 8.56 1.29 2.40  0.097
H 8.33 0.87 -0.03  0.100
H 6.19 0.10 -0.95  0.103
H 3.72 2.04 -0.82  0.104
H 4.02 2.91 -3.08  0.096
H 4.09 1.36 -5.02  0.103
H 3.81 -1.07 -4.64  0.106
H 3.55 -1.95 -2.38  0.101
H 2.61 -3.83 3.71  0.119
H 2.14 -5.33 5.63  0.117
H 0.59 -5.05 8.18  0.117
H -0.50 -5.92 7.12  0.119
H -1.15 -3.60 8.85  0.118
H -2.27 -4.61 7.96  0.116
H -3.17 -1.78 7.35  0.113
H -2.86 -0.25 5.48  0.093
H -3.67 0.07 2.18  0.106
H -5.68 1.45 2.54  0.101
H -5.59 3.37 4.11  0.103
H -3.49 3.87 5.31  0.105
H -1.51 2.47 4.98  0.099
H 0.19 0.81 5.85  0.108
H 2.17 2.18 6.40  0.102
H 3.53 3.17 4.58  0.104
H 2.92 2.75 2.22  0.104
H 0.97 1.39 1.68  0.013
O -0.57 -1.59 -1.96  -0.522
N -0.84 -1.87 -3.21  -0.253
C -1.57 -2.98 -3.47  -0.045
C -1.91 -3.35 -4.75  -0.088
C -1.46 -2.54 -5.80  -0.101
C -0.74 -1.41 -5.52  -0.112
C -0.41 -1.02 -4.20  -0.690
S 0.44 0.41 -3.83  0.544
H -1.84 -3.52 -2.58  0.125
H -2.49 -4.24 -4.91  0.095
H -1.69 -2.80 -6.83  0.099
H -0.39 -0.77 -6.31  0.093
C -4.92 2.35 -0.49  -0.081
N -4.03 3.50 -0.41  -0.291
C -4.47 4.68 -1.14  -0.105
P -2.56 3.36 0.28  0.477
O -2.11 1.96 0.43  -0.485
O -1.62 4.20 -0.75  -0.268
P -0.05 4.10 -1.11  0.434
O 0.58 2.94 -0.45  -0.533
N 0.66 5.49 -0.61  -0.301
C 0.30 6.78 -1.16  -0.096
C 1.78 5.50 0.32  -0.094
N -0.13 4.17 -2.74  -0.285
C -1.26 3.70 -3.55  -0.081
C 1.13 4.22 -3.48  -0.083
N -2.52 4.23 1.68  -0.267
C -3.39 5.38 1.87  -0.100
C -1.21 4.39 2.29  -0.080
H -5.89 2.58 -0.04  0.085
H -4.48 1.51 0.02  0.067
H -5.08 2.08 -1.54  0.091
H -5.42 5.05 -0.74  0.087
H -4.61 4.43 -2.20  0.088
H -3.73 5.47 -1.07  0.076
H -0.50 6.68 -1.88  0.079
H 1.16 7.24 -1.66  0.087
H -0.03 7.46 -0.36  0.084
H 1.94 4.50 0.71  0.059
H 1.57 6.18 1.16  0.083
H 2.69 5.85 -0.18  0.088
H -2.14 3.58 -2.94  0.068
H -1.01 2.75 -4.03  0.030
H -1.47 4.45 -4.32  0.089
H 1.95 4.50 -2.81  0.077
H 1.06 4.98 -4.27  0.090
H 1.35 3.25 -3.92  0.060
H -4.40 5.16 1.53  0.074
H -3.02 6.28 1.36  0.087
H -3.44 5.59 2.94  0.083
H -0.60 3.50 2.12  0.070
H -1.33 4.52 3.37  0.085
H -0.68 5.26 1.89  0.081

Molecular weight ... 1268.1 g mol⁻¹
Net charge ... 0
Frontier orbital gap ... 6.381 eV
Calculated total energy ... -5194.96486 a.u.

---

Entry 2:
Computed, not measured: 2 unconnected molecules or ions with the total composition C61H71F5N5O in a non-equilibrium geometry, with ωB97M-V with the def2-TZVPD basis set.

Each line ends with the Löwdin charge.
Element x y z (Å)
C 2.36 -1.21 5.55  -0.065
C 0.85 -1.49 5.62  -0.388
C 0.60 -2.90 6.17  -0.079
C 0.20 -1.22 4.27  -0.177
C -0.09 -2.24 3.36  0.031
C -0.54 -1.95 2.07  -0.091
C -0.69 -3.04 1.01  -0.362
C -0.74 -4.46 1.57  -0.060
C 0.30 -2.91 -0.14  -0.044
C -0.85 -0.60 1.74  -0.059
C -1.48 -0.26 0.46  -0.137
N -2.81 -0.55 0.20  0.054
C -3.61 -1.60 0.82  -0.078
C -3.86 -2.79 0.10  -0.136
C -3.47 -2.92 -1.38  -0.376
C -4.61 -2.39 -2.24  -0.050
C -3.03 -4.33 -1.76  -0.053
C -4.46 -3.87 0.77  -0.020
C -4.73 -3.79 2.13  -0.049
C -4.52 -2.60 2.82  -0.012
C -4.02 -1.47 2.16  -0.110
C -4.01 -0.10 2.82  -0.371
C -3.94 -0.18 4.35  -0.064
C -5.19 0.76 2.36  -0.037
N -3.21 0.00 -0.96  0.144
N -2.14 0.71 -1.40  0.016
C -2.28 1.37 -2.68  -0.073
C -1.76 0.72 -3.82  -0.109
C -1.23 -0.71 -3.75  -0.360
C 0.27 -0.74 -3.94  -0.059
C -1.95 -1.65 -4.72  -0.051
C -1.81 1.38 -5.05  -0.029
C -2.51 2.58 -5.17  -0.056
C -3.19 3.09 -4.07  -0.033
C -3.11 2.49 -2.82  -0.120
C -4.02 3.03 -1.70  -0.359
C -3.35 3.26 -0.35  -0.063
C -5.28 2.17 -1.55  -0.064
C -0.99 0.46 -0.62  -0.210
C 0.36 0.82 -0.81  -0.025
C -0.60 0.44 2.68  -0.116
C -0.90 1.91 2.39  -0.363
C 0.38 2.71 2.15  -0.058
C -1.73 2.58 3.49  -0.049
C -0.06 0.10 3.92  0.012
H 2.56 -0.20 5.19  0.074
H 2.82 -1.32 6.54  0.080
H 2.85 -1.92 4.87  0.086
H 0.42 -0.77 6.32  0.136
H -0.47 -3.13 6.16  0.084
H 1.13 -3.65 5.58  0.078
H 0.96 -2.96 7.20  0.081
H 0.08 -3.28 3.64  0.103
H -1.68 -2.85 0.57  0.094
H -1.52 -4.54 2.35  0.086
H -0.99 -5.17 0.78  0.074
H 0.23 -4.74 2.00  0.084
H 0.26 -1.90 -0.56  0.060
H 1.32 -3.10 0.22  0.083
H 0.07 -3.62 -0.94  0.088
H -2.61 -2.26 -1.53  0.103
H -4.67 -1.31 -2.09  0.062
H -4.44 -2.59 -3.30  0.069
H -5.57 -2.85 -1.94  0.093
H -2.28 -4.71 -1.05  0.066
H -3.88 -5.03 -1.78  0.083
H -2.57 -4.32 -2.76  0.077
H -4.69 -4.78 0.22  0.118
H -5.13 -4.66 2.66  0.113
H -4.77 -2.53 3.88  0.110
H -3.09 0.38 2.47  0.094
H -3.09 -0.79 4.67  0.088
H -3.83 0.82 4.79  0.074
H -4.87 -0.62 4.74  0.081
H -5.22 0.82 1.26  0.064
H -6.13 0.30 2.70  0.093
H -5.12 1.77 2.77  0.086
H -1.44 -1.07 -2.73  0.106
H 0.76 -0.15 -3.16  0.048
H 0.66 -1.77 -3.88  0.086
H 0.56 -0.31 -4.91  0.090
H -3.03 -1.55 -4.63  0.074
H -1.67 -1.42 -5.76  0.082
H -1.68 -2.69 -4.51  0.079
H -1.32 0.93 -5.91  0.118
H -2.56 3.09 -6.13  0.109
H -3.82 3.98 -4.19  0.118
H -4.34 4.02 -2.07  0.126
H -2.36 3.71 -0.45  0.088
H -3.98 3.92 0.27  0.088
H -3.26 2.31 0.20  0.048
H -5.81 2.10 -2.51  0.086
H -4.99 1.16 -1.25  0.043
H -5.95 2.59 -0.80  0.083
H 0.60 1.60 -1.53  0.076
H 0.97 0.36 -0.03  0.047
H -1.49 1.95 1.47  0.103
H 0.97 2.30 1.33  0.045
H 0.14 3.76 1.91  0.085
H 1.01 2.71 3.05  0.083
H -2.67 2.04 3.68  0.047
H -1.17 2.63 4.43  0.082
H -1.99 3.60 3.19  0.087
H 0.17 0.90 4.63  0.126
C 4.99 5.30 1.74  0.030
N 5.81 4.55 0.81  -0.020
C 7.16 4.81 0.60  0.025
C 7.60 3.91 -0.30  0.038
N 6.52 3.09 -0.64  0.082
C 6.67 1.90 -1.43  -0.057
C 7.21 1.99 -2.70  -0.115
F 7.43 3.22 -3.23  0.119
C 7.51 0.85 -3.43  -0.102
F 8.04 0.94 -4.67  0.133
C 7.26 -0.40 -2.88  -0.097
F 7.52 -1.52 -3.58  0.140
C 6.73 -0.51 -1.59  -0.102
F 6.49 -1.73 -1.05  0.134
C 6.46 0.65 -0.86  -0.106
F 6.05 0.56 0.42  0.134
C 5.42 3.53 0.00  -0.062
C 4.11 2.83 0.08  -0.295
C 3.53 2.23 -1.11  -0.007
C 2.69 1.12 -0.97  -0.051
C 2.97 0.03 -1.93  -0.244
C 2.89 -1.31 -1.50  -0.040
C 3.20 -2.36 -2.36  -0.065
C 3.67 -2.08 -3.65  -0.075
C 3.78 -0.76 -4.08  -0.081
C 3.40 0.29 -3.24  -0.049
O 3.58 2.71 1.22  0.059
H 4.18 4.67 2.10  0.093
H 5.62 5.61 2.58  0.110
H 4.59 6.20 1.26  0.115
H 7.69 5.58 1.13  0.144
H 8.59 3.74 -0.69  0.149
H 3.81 2.69 -2.07  0.116
H 2.65 0.80 0.08  0.123
H 2.62 -1.50 -0.46  0.109
H 3.09 -3.38 -2.01  0.116
H 3.96 -2.90 -4.31  0.114
H 4.17 -0.53 -5.08  0.114
H 3.44 1.32 -3.61  0.117

Molecular weight ... 985.3 g mol⁻¹
Net charge ... +1
Frontier orbital gap ... 4.195 eV
Calculated total energy ... -3215.01698 a.u.

---

Entry 3:
Computed, not measured: 8 unconnected molecules or ions with the total composition C61H72BrFN3 in a non-equilibrium geometry, with ωB97M-V with the def2-TZVPD basis set.

Each line ends with the Löwdin charge.
Element x y z (Å)
F 0.07 -1.14 0.43  -0.018
C 0.96 -0.35 -0.46  -0.086
C 1.81 -0.80 -1.81  0.063
N 2.57 0.39 -2.43  0.101
C 2.24 1.58 -1.51  -0.068
C 2.77 3.16 -1.71  -0.092
C 1.40 4.08 -1.70  -0.233
C 1.44 5.37 -2.70  -0.195
C 1.11 5.04 -4.28  -0.205
C 1.11 3.45 -4.67  -0.207
C 0.50 3.34 -6.22  -0.203
C -0.72 2.25 -6.36  -0.218
C -0.30 0.76 -5.83  -0.238
C -1.34 -0.41 -6.32  -0.204
C -2.88 -0.12 -5.76  -0.195
C -3.30 -1.21 -4.60  -0.184
C -2.37 -1.12 -3.26  -0.187
N -2.65 0.06 -2.35  -0.157
C -2.29 1.53 -2.52  -0.066
C -2.79 2.42 -1.24  -0.081
C -3.52 1.31 -0.26  -0.067
C -3.39 -0.17 -1.01  -0.027
N 1.33 1.11 -0.38  -0.421
Br 0.57 2.02 1.07  0.948
H 1.75 -1.92 -2.16  0.128
H 3.15 0.35 -3.30  0.165
H 3.36 3.19 -2.74  0.126
H 3.53 3.39 -0.85  0.136
H 1.29 4.47 -0.58  0.105
H 0.46 3.41 -1.89  0.095
H 0.57 6.10 -2.33  0.115
H 2.44 5.98 -2.54  0.128
H 1.98 5.55 -4.92  0.131
H 0.08 5.51 -4.58  0.117
H 2.23 3.06 -4.76  0.111
H 0.46 2.76 -3.97  0.077
H 1.33 3.06 -6.99  0.114
H 0.07 4.40 -6.54  0.113
H -1.10 2.16 -7.47  0.124
H -1.62 2.64 -5.70  0.105
H 0.81 0.52 -6.13  0.115
H -0.36 0.79 -4.65  0.069
H -0.94 -1.44 -5.93  0.104
H -1.31 -0.43 -7.52  0.122
H -3.60 -0.26 -6.70  0.123
H -3.00 0.98 -5.33  0.097
H -4.44 -1.08 -4.30  0.128
H -3.16 -2.29 -5.08  0.126
H -2.56 -2.11 -2.62  0.132
H -1.22 -1.08 -3.55  0.110
H -1.72 2.03 -3.44  0.076
H -2.69 3.57 -1.01  0.078
H -4.00 1.56 0.77  0.075
H -3.79 -1.19 -0.59  0.100
C -0.14 -4.39 -1.05  -0.111
C -0.26 -4.27 0.33  -0.099
C -0.34 -5.41 1.13  -0.081
C -0.29 -6.68 0.54  -0.086
C -0.17 -6.79 -0.85  -0.090
C -0.10 -5.65 -1.64  -0.093
H -0.09 -3.49 -1.67  0.071
H -0.29 -3.29 0.79  0.075
H -0.43 -5.32 2.21  0.104
H -0.34 -7.57 1.15  0.103
H -0.13 -7.78 -1.31  0.106
H -0.01 -5.74 -2.72  0.101
C 2.41 -9.33 0.70  -0.106
C 2.29 -9.21 2.08  -0.111
C 2.21 -10.36 2.87  -0.098
C 2.26 -11.62 2.28  -0.090
C 2.38 -11.74 0.90  -0.093
C 2.45 -10.59 0.10  -0.096
H 2.46 -8.44 0.08  0.094
H 2.26 -8.23 2.54  0.098
H 2.12 -10.27 3.95  0.100
H 2.21 -12.51 2.90  0.103
H 2.42 -12.72 0.44  0.102
H 2.54 -10.68 -0.97  0.100
C -0.20 9.17 -2.69  -0.112
C -0.17 9.95 -1.54  -0.096
C 0.92 10.79 -1.29  -0.091
C 1.98 10.85 -2.20  -0.091
C 1.94 10.07 -3.36  -0.096
C 0.86 9.23 -3.60  -0.108
H -1.05 8.52 -2.89  0.097
H -0.99 9.91 -0.83  0.100
H 0.95 11.39 -0.39  0.103
H 2.82 11.50 -2.01  0.103
H 2.77 10.12 -4.07  0.101
H 0.84 8.62 -4.50  0.095
C -2.50 4.65 2.10  -0.118
C -2.93 4.19 3.35  -0.098
C -3.87 4.92 4.07  -0.087
C -4.40 6.10 3.54  -0.085
C -3.97 6.55 2.29  -0.089
C -3.02 5.83 1.57  -0.100
H -1.76 4.08 1.54  0.053
H -2.52 3.27 3.76  0.099
H -4.20 4.57 5.05  0.105
H -5.14 6.67 4.11  0.106
H -4.38 7.47 1.88  0.104
H -2.69 6.19 0.60  0.095
C 1.85 4.02 4.13  -0.104
C 2.36 4.94 5.04  -0.087
C 3.57 4.68 5.69  -0.085
C 4.26 3.50 5.42  -0.088
C 3.75 2.58 4.51  -0.094
C 2.54 2.84 3.86  -0.137
H 0.90 4.23 3.63  0.085
H 1.82 5.87 5.25  0.105
H 3.97 5.39 6.41  0.105
H 5.20 3.30 5.93  0.105
H 4.29 1.66 4.30  0.101
H 2.13 2.12 3.15  0.002
C -4.45 -2.03 2.20  -0.107
C -4.61 -3.07 3.11  -0.095
C -5.85 -3.30 3.71  -0.091
C -6.94 -2.49 3.37  -0.089
C -6.79 -1.45 2.45  -0.089
C -5.54 -1.22 1.87  -0.102
H -3.48 -1.85 1.74  0.083
H -3.76 -3.70 3.37  0.098
H -5.97 -4.10 4.43  0.103
H -7.91 -2.67 3.83  0.104
H -7.64 -0.83 2.19  0.104
H -5.42 -0.41 1.15  0.072
C 4.80 -6.92 5.31  -0.100
C 4.68 -6.80 6.69  -0.100
C 4.60 -7.95 7.49  -0.096
C 4.65 -9.21 6.90  -0.093
C 4.77 -9.33 5.51  -0.102
C 4.84 -8.18 4.72  -0.104
H 4.85 -6.03 4.69  0.097
H 4.65 -5.82 7.15  0.099
H 4.50 -7.86 8.57  0.101
H 4.60 -10.10 7.51  0.102
H 4.81 -10.31 5.05  0.101
H 4.93 -8.27 3.64  0.097

Molecular weight ... 946.2 g mol⁻¹
Net charge ... +1
Frontier orbital gap ... 5.904 eV
Calculated total energy ... -5204.86920 a.u.